{
  "formula": "C46H46NOP2RuSi",
  "method": "the ωB97M-V functional and the def2-TZVPD basis",
  "spin_multiplicity": 5,
  "fmax_ev_per_a": 4.9,
  "total_charge": 3,
  "e_homo_ev": [-15.80, -16.16],
  "gap_ev": [7.50, 3.15],
  "species": ["Ru", "P", "C", "O", "P", "C", "C", "C", "C", "C", "C", "C", "C", "C", "C", "C", "H", "H", "H", "H", "H", "C", "C", "C", "C", "C", "H", "H", "H", "H", "H", "C", "C", "C", "C", "C", "H", "H", "H", "H", "H", "C", "C", "C", "C", "C", "H", "H", "H", "H", "H", "C", "C", "C", "C", "C", "H", "H", "H", "H", "H", "C", "C", "C", "C", "C", "H", "H", "H", "H", "H", "H", "H", "C", "Si", "C", "C", "N", "C", "C", "C", "C", "C", "C", "H", "H", "H", "H", "H", "H", "H", "H", "H", "H", "H", "H", "H", "H"],
  "positions_angstrom": [[0.1066, 0.0990, -0.2193], [-0.8484, 2.0771, -0.6534], [-0.9779, 0.1329, 1.2555], [-1.6278, 0.1482, 2.2198], [-0.7379, -1.9999, -0.4556], [-0.9771, 3.2702, 0.7689], [-2.3617, 2.5472, -1.5595], [0.5077, 2.7944, -1.6368], [0.6969, -3.0533, -0.8380], [-1.5750, -2.8996, 0.9293], [-1.8924, -2.3791, -1.8249], [-0.1170, 4.3733, 0.9048], [-0.2548, 5.2279, 1.9972], [-1.2873, 5.0561, 2.9142], [-2.2079, 4.0197, 2.7185], [-2.0521, 3.1240, 1.6579], [0.6584, 4.5657, 0.1653], [0.4542, 6.0266, 2.1149], [-1.3914, 5.7320, 3.7660], [-3.0520, 3.9087, 3.4007], [-2.7792, 2.3229, 1.5201], [1.7539, 2.1461, -1.5274], [2.8614, 2.6599, -2.1943], [2.7032, 3.7920, -2.9959], [1.4486, 4.3889, -3.1462], [0.3391, 3.9011, -2.4619], [1.8309, 1.1982, -0.9279], [3.8222, 2.1583, -2.0767], [3.5715, 4.2082, -3.5029], [1.3213, 5.2452, -3.8012], [-0.6465, 4.3541, -2.5574], [-2.9948, 3.7884, -1.3978], [-4.1322, 4.1005, -2.1476], [-4.6589, 3.1866, -3.0575], [-3.9961, 1.9689, -3.2603], [-2.8314, 1.6677, -2.5520], [-2.6236, 4.4879, -0.6536], [-4.5955, 5.0693, -1.9957], [-5.5512, 3.4358, -3.6219], [-4.3957, 1.2435, -3.9663], [-2.2881, 0.7351, -2.7175], [-2.8348, -3.4965, 0.8024], [-3.3755, -4.2557, 1.8476], [-2.6686, -4.4071, 3.0462], [-1.4134, -3.7843, 3.1996], [-0.8796, -3.0385, 2.1466], [-3.3978, -3.3687, -0.1133], [-4.3597, -4.7176, 1.7124], [-3.0911, -4.9991, 3.8610], [-0.8655, -3.8690, 4.1380], [0.1000, -2.5654, 2.2364], [1.5841, -2.6326, -1.8424], [2.6535, -3.4376, -2.2229], [2.8524, -4.6645, -1.5901], [1.9845, -5.0875, -0.5798], [0.9157, -4.2777, -0.1975], [1.4596, -1.6368, -2.3083], [3.3486, -3.0935, -2.9867], [3.7098, -5.2928, -1.8555], [2.1450, -6.0370, -0.0650], [0.2693, -4.6189, 0.6146], [-1.6852, -3.4753, -2.6632], [-2.6711, -3.8462, -3.5791], [-3.8402, -3.0933, -3.6896], [-4.0451, -1.9718, -2.8692], [-3.0774, -1.6187, -1.9303], [-0.7506, -4.0305, -2.5873], [-2.5077, -4.7417, -4.1798], [-4.6092, -3.3960, -4.3906], [-4.9572, -1.3837, -2.9495], [-3.2054, -0.7640, -1.2612], [0.7353, 0.1222, -2.4365], [0.0551, 0.0441, -2.0218], [2.8882, 2.6901, 1.6133], [2.1765, 1.2477, 2.5555], [3.4913, 0.6793, 3.7645], [0.7569, 1.8084, 3.5827], [1.6549, 0.0202, 1.3855], [2.5803, -1.0075, 1.3859], [3.6063, -1.0590, 0.3992], [4.5597, -2.0639, 0.4603], [4.4964, -3.0623, 1.4367], [3.4461, -3.0639, 2.3577], [2.5206, -2.0278, 2.3898], [3.2092, 3.4676, 2.3248], [2.1232, 3.1314, 0.9595], [3.7521, 2.4021, 0.9964], [3.8810, 1.5608, 4.3001], [3.0934, 0.0033, 4.5356], [4.3590, 0.1838, 3.3070], [-0.0206, 2.3032, 2.9894], [0.3038, 0.9780, 4.1355], [1.1323, 2.5450, 4.3103], [3.6138, -0.3109, -0.3803], [5.3078, -2.1079, -0.3305], [5.1983, -3.8905, 1.4385], [3.3322, -3.8817, 3.0752], [1.7377, -1.9401, 3.1385]],
  "atomic_forces_ev_per_a": [[0.630, -0.896, 1.458], [-0.726, 4.798, -0.081], [-2.396, 0.110, 3.693], [1.911, -0.193, -3.021], [-1.713, -2.726, 0.036], [-0.015, -0.157, -0.177], [-0.258, -0.884, -0.783], [0.177, -0.812, 0.104], [0.303, 0.235, -0.389], [0.321, 0.138, 0.422], [-0.123, 0.725, -0.211], [-0.106, -0.481, 0.078], [-0.182, -0.263, -0.139], [-0.145, -0.247, -0.122], [-0.024, -0.054, -0.029], [0.096, 0.208, 0.233], [-0.117, -0.059, 0.233], [0.091, 0.289, 0.038], [0.023, -0.223, -0.314], [0.249, -0.001, -0.203], [0.124, 0.235, 0.075], [-0.200, 0.369, -0.158], [-0.132, -0.341, 0.219], [-0.020, 0.015, 0.052], [0.083, 0.062, -0.010], [0.245, -0.211, 0.106], [0.534, 1.203, -0.394], [-0.120, 0.304, -0.179], [-0.232, -0.086, 0.030], [0.139, -0.086, 0.081], [0.287, 0.003, -0.077], [-0.074, -0.257, 0.342], [0.354, -0.092, 0.118], [0.557, -0.205, 0.133], [0.092, -0.019, 0.002], [-0.228, 0.201, 0.363], [-0.146, -0.030, -0.176], [-0.025, -0.125, -0.059], [0.079, -0.109, 0.086], [0.134, 0.206, 0.036], [-0.325, 0.193, -0.145], [0.144, 0.009, 0.007], [0.179, 0.122, 0.146], [0.215, 0.238, -0.266], [-0.276, 0.060, -0.336], [-0.205, -0.031, -0.054], [-0.026, -0.146, 0.071], [0.450, 0.186, 0.121], [0.154, 0.216, -0.267], [-0.158, -0.039, -0.242], [-0.334, -0.172, 0.114], [-1.570, 1.204, 1.043], [1.378, -1.087, -0.071], [0.257, -0.742, 0.316], [1.768, -0.543, -0.860], [-0.969, 0.822, 0.420], [0.073, -0.997, 0.195], [-0.150, -0.136, 0.077], [-0.408, 0.280, 0.004], [-0.001, 0.242, -0.240], [0.045, 0.187, -0.350], [0.041, 0.104, 0.069], [0.149, 0.026, 0.132], [0.108, 0.088, 0.377], [0.308, -0.157, 0.051], [0.469, -0.220, 0.017], [-0.394, -0.078, -0.153], [-0.158, 0.338, 0.034], [0.071, 0.069, 0.009], [0.165, -0.170, -0.004], [-0.227, -0.251, -0.234], [-0.727, 0.005, 0.737], [0.339, -0.123, -1.630], [-0.103, 0.036, -0.833], [0.734, 1.794, 2.090], [0.195, -0.567, -0.081], [-0.639, 0.103, -0.053], [0.051, 0.100, -0.823], [0.662, -1.911, 0.089], [-1.354, -0.057, 0.532], [0.341, -0.863, -0.085], [-0.272, 0.020, -0.428], [0.077, -0.401, 0.162], [-0.121, 1.559, -1.183], [-0.109, -0.392, -0.054], [0.348, -0.077, 0.161], [-0.166, 0.147, 0.168], [-0.257, -0.138, -0.271], [0.070, 0.126, -0.199], [-0.161, 0.129, 0.098], [0.089, -0.082, 0.215], [0.020, 0.174, 0.020], [-0.022, -0.258, -0.193], [0.177, 0.124, -0.033], [0.059, 0.056, 0.367], [0.037, 0.240, -0.003], [0.229, 0.310, -0.180], [0.288, -0.210, 0.018]],
  "lowdin_charge": [0.682, 1.008, -0.369, 0.163, 0.998, -0.362, -0.338, -0.383, -0.332, -0.346, -0.362, -0.088, -0.044, -0.034, -0.042, -0.127, 0.104, 0.117, 0.128, 0.125, 0.112, -0.198, -0.058, -0.028, -0.023, -0.048, 0.031, 0.116, 0.127, 0.127, 0.119, -0.070, -0.032, -0.028, -0.049, -0.105, 0.114, 0.124, 0.124, 0.113, 0.075, -0.048, -0.027, -0.024, -0.039, -0.134, 0.102, 0.129, 0.127, 0.119, 0.066, -0.041, 0.030, -0.002, 0.038, 0.020, 0.085, 0.146, 0.142, 0.147, 0.130, -0.069, -0.033, -0.023, -0.040, -0.125, 0.101, 0.126, 0.125, 0.122, 0.103, 0.156, 0.016, -0.124, 0.435, -0.145, -0.141, -0.021, -0.378, -0.007, -0.041, -0.035, -0.017, -0.026, 0.073, 0.001, 0.048, 0.064, 0.051, 0.046, 0.004, 0.051, 0.073, 0.109, 0.130, 0.127, 0.136, 0.119]
}